Below is 7 unconnected molecules or ions with the total composition C13H30N4O17, with properties calculated with the ωB97M-V functional and the def2-TZVPD basis.

Geometry as XYZ:
```
64
Properties=species:S:1:pos:R:3:forces:R:3
C -0.242272 -1.556839 -0.996653 0.4 -1.3 -0.7
N -1.075442 -0.819799 -0.059173 -3.0 1.3 -1.0
O -0.748452 0.345301 0.137707 -0.2 -1.0 0.7
O -2.184972 -1.315579 0.246147 2.5 0.7 0.1
H 0.410238 -0.880599 -1.548933 0.2 -0.1 0.7
H -0.866492 -2.052969 -1.739823 -0.3 0.1 0.3
H 0.229868 -2.355419 -0.424403 0.4 0.2 -0.2
C 7.015778 -2.691979 -1.483653 0.5 -0.4 -1.0
N 5.606728 -2.548339 -1.903243 -0.4 0.6 0.9
O 4.835278 -3.300959 -1.312883 -0.1 0.9 -1.3
O 5.344688 -1.582209 -2.624493 -0.3 -1.6 0.7
H 7.626208 -2.530689 -2.372173 0.0 0.5 0.2
H 7.192388 -3.727319 -1.192143 -0.2 0.3 0.5
H 7.126158 -1.928229 -0.713853 0.4 -0.3 0.0
C 4.066318 2.591861 1.255147 0.6 0.4 -0.9
N 5.161238 2.153051 2.188307 -0.2 -2.0 2.1
O 5.359548 0.961731 2.402717 -1.0 -0.3 -1.5
O 5.803088 2.946491 2.819567 -0.1 2.1 -0.5
H 4.539358 2.479641 0.279567 0.0 0.4 -0.1
H 3.815008 3.632881 1.458207 0.3 -0.2 0.0
H 3.164628 1.984711 1.175017 0.4 -0.4 0.9
C -3.943272 2.139631 4.713867 0.5 0.2 -0.9
N -4.879642 2.966191 5.551247 0.5 -0.3 -1.6
O -5.055482 2.588671 6.671047 -0.3 0.0 1.2
O -5.426762 3.902601 4.997227 0.1 -0.1 0.4
H -4.423222 1.194831 4.458737 -0.1 0.1 0.3
H -2.983112 1.950001 5.193687 -0.4 0.1 0.5
H -3.735172 2.678421 3.789477 -0.3 0.1 0.2
C -0.879452 -2.642839 5.819657 -0.1 -0.9 -1.3
O -1.138462 -2.501689 7.206057 0.7 1.9 -0.1
C -0.869452 -3.405369 8.095857 -1.9 -4.9 1.8
O -0.659762 -4.613089 7.865607 0.5 3.1 0.6
O -1.264392 -2.937479 9.343857 0.4 1.9 -2.3
C -1.145312 -3.629899 10.551337 0.5 -1.3 0.1
H -1.789822 -2.982389 5.325637 -0.2 0.3 0.1
H -0.154582 -3.384919 5.485067 0.3 -0.2 1.0
H -0.542032 -1.710359 5.367177 -0.3 0.2 0.6
H -0.100172 -3.906699 10.689727 -0.1 -0.5 0.1
H -1.826012 -4.481199 10.556157 0.3 -0.3 -0.1
H -1.427722 -3.033999 11.419237 -0.1 0.6 -0.6
C 1.435768 -4.650599 -6.286353 -0.6 0.5 -1.7
O 1.906808 -3.275849 -6.416863 2.4 0.0 0.1
C 3.120378 -3.059869 -7.092463 -2.2 1.2 -0.3
O 3.754598 -3.824859 -7.733793 0.5 -1.9 0.1
O 3.378348 -1.746379 -7.123243 -2.4 0.1 1.3
C 4.463948 -1.278669 -7.842963 2.9 -0.3 0.9
H 2.174278 -5.451819 -6.258913 0.4 0.5 0.4
H 0.883678 -4.787109 -7.216223 -0.1 -0.4 -0.1
H 0.677028 -4.720989 -5.506963 0.6 0.4 0.3
H 4.909938 -2.026099 -8.499113 -0.8 0.4 -0.9
H 5.293658 -1.222829 -7.138293 0.2 0.2 0.5
H 4.402098 -0.232889 -8.144023 -0.9 -0.5 -0.6
C -7.308152 6.298011 -5.220423 1.3 0.9 0.7
O -6.757222 5.430731 -4.243713 3.5 -1.3 2.3
C -5.560872 5.833581 -3.576333 0.9 2.1 -0.1
O -5.071442 6.978391 -3.588483 -1.8 -3.1 -0.3
O -4.974682 4.804031 -2.888523 -4.1 -0.3 -2.9
C -3.871682 4.842661 -2.093153 1.9 1.2 1.4
H -7.395652 7.229651 -4.661413 -1.1 0.3 -0.6
H -8.184052 5.779001 -5.609693 0.0 0.5 0.2
H -6.573572 6.510661 -5.997143 -0.1 -0.3 -0.3
H -3.833892 3.918251 -1.516843 -0.2 0.1 -0.1
H -3.878992 5.696631 -1.415813 -0.3 0.0 0.2
H -2.925342 4.961181 -2.620883 -0.1 -0.2 -0.5
```
Positions in Å, forces in eV/Å.

Properties
total charge = 0
SMILES = C[N+](=O)[O-].C[N+](=O)[O-].C[N+](=O)[O-].C[N+](=O)[O-].COC(=O)OC.COC(=O)OC.COC(=O)OC
energy above the lowest of the compared OMol25 structures with the same formula, charge and spin = 3.379 eV
electronic energy = -54720.5075 eV
HOMO-LUMO gap = 10.12 eV
LUMO energy = -0.5 eV